Formula: C9H8FN
Source: the Open Molecules 2025 dataset
Level of theory: the ωB97M-V functional and the def2-TZVPD basis

Computed properties:
Structure (SMILES) = N=C=CCc1cccc(F)c1
Charge = 0
Energy relative to the best compared isomer or geometry (same formula, charge and spin) = 0.0 kcal/mol
Highest occupied orbital energy = -0.320 Ha

The geometry in XYZ format:
```
19
C9H8FN, DFT the ωB97M-V functional and the def2-TZVPD basis
F 2.308 1.594 -1.800
N -2.197 2.890 1.150
C -1.474 -0.459 0.441
C -1.578 0.516 1.585
C 0.577 0.600 -0.619
C -0.028 -0.544 -0.078
C 0.700 -1.713 -0.041
C -2.087 1.693 1.392
C 2.437 -0.730 -1.311
C 1.952 -1.759 -0.621
C 1.735 0.473 -1.296
H 2.516 -2.654 -0.650
H -1.887 -0.109 -0.520
H -0.105 1.466 -0.544
H 0.330 -2.608 0.280
H -1.929 -1.464 0.852
H -1.458 0.135 2.657
H -3.092 3.428 0.998
H 3.280 -0.755 -1.874
```

Formula: C5H10O2
Source: the Open Molecules 2025 dataset
Level of theory: the ωB97M-V functional and the def2-TZVPD basis

Computed properties:
Structure (SMILES) = CO[C@H]1C/C1=C/O.[H][H]
Charge = 0
Energy relative to the best compared isomer or geometry (same formula, charge and spin) = 102.2 kcal/mol
Highest occupied orbital energy = -0.323 Ha

The geometry in XYZ format:
```
17
C5H10O2, DFT the ωB97M-V functional and the def2-TZVPD basis
O -1.856 1.115 -1.778
O 1.292 0.515 -0.470
C -0.258 -0.065 1.470
C 2.584 0.355 0.064
C -0.992 0.222 0.232
C -1.894 0.921 -0.436
C 0.343 -0.339 0.087
H 0.471 -1.395 -0.177
H 2.598 0.579 1.139
H -2.759 1.393 0.020
H -0.994 0.802 -2.090
H -0.522 -0.934 2.073
H 3.227 1.065 -0.462
H -2.227 -1.792 -0.156
H -2.235 -2.538 -0.133
H 0.125 0.784 2.034
H 2.967 -0.664 -0.091
```

Formula: C20H24N9O3ReS2
Source: the Open Molecules 2025 dataset
Level of theory: the ωB97M-V functional and the def2-TZVPD basis

Computed properties:
Spin multiplicity = 2
Expectation value of S² = 0.763
Charge = +1
Highest occupied orbital energy (alpha / beta) = -0.387 / -0.387 Ha

The geometry in XYZ format:
```
59
C20H24N9O3ReS2, DFT the ωB97M-V functional and the def2-TZVPD basis
Re -0.362 1.309 -0.399
S -1.713 0.463 -2.207
S -1.681 -1.244 1.190
O -2.710 -0.293 0.820
O 0.359 3.161 -0.940
O -1.400 -1.351 2.592
N 0.241 2.196 1.753
N 0.782 -0.423 -2.539
N -0.855 -1.631 -3.604
N 1.073 0.626 -1.757
N -0.331 -0.593 0.432
N -3.613 -6.238 -1.269
N -2.191 2.334 0.471
N 1.105 -2.122 1.460
N 1.786 0.069 0.896
C 4.388 4.016 -0.837
C 2.094 4.669 -0.520
C -0.467 -0.628 -2.809
C 1.637 3.394 -0.923
C -2.067 -2.789 0.419
C -1.685 -4.020 0.925
C 2.264 -2.304 2.057
C 3.980 2.786 -1.296
C 2.946 -0.130 1.489
C -2.104 2.740 1.879
C 0.867 -0.917 0.944
C 3.434 4.966 -0.465
C -0.691 3.256 2.141
C -2.873 -2.713 -0.705
C 2.621 2.433 -1.338
C 3.235 -1.312 2.152
C -2.163 -5.176 0.340
C -3.357 -3.859 -1.290
C 2.237 1.184 -1.912
C -3.053 -5.116 -0.746
H -0.158 -2.185 -4.069
H 2.432 -3.290 2.470
H -0.506 4.131 1.510
H -4.374 -6.148 -1.922
H 2.944 0.688 -2.573
H 1.350 5.408 -0.259
H -1.043 -4.063 1.788
H -0.573 3.543 3.193
H -2.301 1.860 2.496
H -2.944 1.651 0.370
H -2.843 3.507 2.131
H 0.173 1.418 2.409
H -2.384 3.143 -0.120
H 3.749 5.943 -0.128
H 5.438 4.258 -0.784
H 1.198 2.534 1.746
H -3.151 -1.740 -1.072
H 4.711 2.060 -1.619
H 3.641 0.699 1.445
H -3.545 -7.111 -0.775
H -1.884 -6.138 0.744
H -1.805 -1.659 -3.927
H -4.015 -3.789 -2.142
H 4.158 -1.464 2.686
```

Formula: CH2FN2OS
Source: the Open Molecules 2025 dataset
Level of theory: the ωB97M-V functional and the def2-TZVPD basis

Computed properties:
Structure (SMILES) = [O-]/[N+]([S-])=N\CF
Charge = -1
Energy relative to the best compared isomer or geometry (same formula, charge and spin) = 9.7 kcal/mol
Highest occupied orbital energy = -0.133 Ha

The geometry in XYZ format:
```
8
CH2FN2OS, DFT the ωB97M-V functional and the def2-TZVPD basis
S 2.789 0.509 -0.474
F -1.423 -1.169 -0.916
O 1.125 -0.210 1.357
N 1.245 0.122 0.181
N 0.205 0.295 -0.722
C -1.079 -0.078 -0.155
H -1.911 0.669 -0.235
H -0.952 -0.138 0.963
```

Formula: C11H10F8N3O4PS
Source: the Open Molecules 2025 dataset
Level of theory: the ωB97M-V functional and the def2-TZVPD basis

Computed properties:
Charge = 0
Highest occupied orbital energy = -0.337 Ha

The geometry in XYZ format:
```
38
C11H10F8N3O4PS, DFT the ωB97M-V functional and the def2-TZVPD basis
S -1.737 -4.606 -1.354
P 2.860 -0.371 0.257
F -0.324 3.793 -2.521
F 0.406 4.198 -0.550
F 1.442 2.744 -1.876
F 0.971 1.785 0.651
F -1.781 2.785 -0.466
F -3.647 0.177 1.707
F -1.103 1.421 -2.065
F -1.071 1.243 1.220
O 3.159 0.895 -0.704
O 2.373 -3.240 -0.510
O 0.273 3.419 3.324
O 4.140 -1.328 0.073
N -0.119 -4.465 -1.140
N 2.808 0.019 1.771
N -2.296 -3.114 -1.035
C -0.025 -0.325 -0.151
C 0.277 3.211 -1.441
C -1.197 -0.994 -0.427
C -2.603 -0.390 -0.409
C -3.314 -0.918 0.905
C 1.240 -1.127 -0.175
C -1.185 -2.401 -0.762
C -0.137 1.156 0.190
C 1.236 -2.457 -0.491
C 0.019 -3.173 -0.822
C -0.721 2.097 -0.963
H -3.206 -0.794 -1.237
H 4.369 -1.725 0.926
H 1.914 -0.244 2.176
H 2.782 -3.132 -1.382
H -2.639 0.697 -0.333
H 3.822 1.434 -0.239
H -4.204 -1.513 0.660
H 0.253 2.745 2.636
H -0.435 4.021 3.072
H -2.600 -1.521 1.487
```

Formula: C6H13NO
Source: the Open Molecules 2025 dataset
Level of theory: the ωB97M-V functional and the def2-TZVPD basis

Computed properties:
Structure (SMILES) = C/C(=C\N)CCCO
Charge = 0
Energy relative to the best compared isomer or geometry (same formula, charge and spin) = 38.3 kcal/mol
Highest occupied orbital energy = -0.283 Ha

The geometry in XYZ format:
```
21
C6H13NO, DFT the ωB97M-V functional and the def2-TZVPD basis
O -0.772 1.911 -2.493
N 0.610 0.078 3.408
C 0.269 0.509 2.125
C -0.493 -0.255 -1.414
C 0.711 -1.631 0.956
C -0.658 0.486 -2.735
C 0.241 -0.209 1.002
C 0.200 0.555 -0.314
H 0.187 0.360 -3.414
H 0.182 0.613 4.146
H 0.545 -0.916 3.558
H -1.387 2.286 -3.128
H -0.040 1.549 2.104
H 1.008 -2.013 1.935
H 1.609 -1.749 0.341
H -0.043 -2.342 0.601
H -1.438 -0.642 -1.045
H 0.142 -1.103 -1.674
H 1.187 0.925 -0.597
H -1.599 0.176 -3.201
H -0.458 1.411 -0.160
```

Formula: C3H14NO4
Source: the Open Molecules 2025 dataset
Level of theory: the ωB97M-V functional and the def2-TZVPD basis

Computed properties:
Charge = -1
Energy relative to the best compared isomer or geometry (same formula, charge and spin) = 33.1 kcal/mol
Highest occupied orbital energy = -0.174 Ha

The geometry in XYZ format:
```
22
C3H14NO4, DFT the ωB97M-V functional and the def2-TZVPD basis
O -1.253 -1.469 0.884
O 0.967 -2.487 -0.461
O -2.547 0.283 2.156
O -0.992 2.301 1.542
N 1.360 1.081 -1.185
C 1.521 -1.232 -0.177
C 1.757 -0.322 -1.411
C -0.062 1.242 -1.498
H -0.311 1.648 1.689
H -2.171 0.167 3.034
H -0.581 2.003 -0.902
H 2.777 -0.386 -1.782
H 0.909 -0.672 0.495
H -1.839 -0.695 1.343
H 0.012 -2.410 -0.558
H -1.837 1.806 1.810
H -0.693 0.378 -1.260
H -0.134 1.624 -2.517
H 2.516 -1.454 0.219
H 1.494 1.321 -0.211
H 1.094 -0.641 -2.215
H -1.987 -2.085 1.006
```

Formula: C51H98O22Si2
Source: the Open Molecules 2025 dataset
Level of theory: the ωB97M-V functional and the def2-TZVPD basis

Computed properties:
Charge = 0
Highest occupied orbital energy = -0.290 Ha

The geometry in XYZ format:
```
173
C51H98O22Si2, DFT the ωB97M-V functional and the def2-TZVPD basis
Si 4.151 -0.124 -3.461
Si 6.825 0.520 -3.819
O -2.517 -3.131 7.173
O 5.316 0.315 -4.650
O -1.238 -8.150 0.068
O 0.670 1.165 -10.547
O 9.131 1.213 -0.307
O -6.733 0.310 0.044
O 2.646 2.144 -10.679
O 6.565 0.557 -2.138
O 11.605 2.141 -1.341
O -9.701 4.433 1.913
O -7.746 3.457 1.590
O 13.550 3.139 -1.629
O 0.051 0.324 -7.431
O -6.809 -1.098 10.602
O -2.273 0.186 2.410
O -6.235 0.996 10.208
O -3.185 -7.173 0.423
O 7.881 3.029 -0.107
O -1.765 -1.264 8.080
O -0.113 2.184 -6.246
O -6.494 -1.857 0.402
O -1.734 -1.924 2.063
C -0.274 0.307 -0.679
C -4.477 -0.624 0.303
C -11.118 4.384 2.120
C 1.411 -1.069 -1.923
C 1.373 2.095 -10.241
C -7.783 -2.116 10.862
C -0.285 1.271 -1.789
C 0.559 1.099 -2.996
C -2.609 -2.310 8.051
C -5.632 2.049 -1.260
C -2.261 -1.178 4.342
C -8.214 -2.803 9.583
C 15.200 4.294 -0.264
C -1.442 -1.237 -8.546
C 7.916 3.175 -3.235
C -0.230 -1.063 -7.655
C 1.404 -0.090 -3.033
C 14.407 4.286 -1.554
C -2.065 -0.907 2.875
C 12.323 3.079 -1.093
C -2.382 -8.253 0.423
C 8.022 -2.173 -1.727
C -8.897 3.356 1.936
C 0.583 -0.893 -0.739
C 8.651 2.424 -0.808
C -3.597 -2.482 9.173
C -1.179 2.556 -1.721
C 7.757 2.077 -4.391
C -2.460 -4.112 2.832
C -5.975 -0.773 0.282
C -4.601 -7.222 0.645
C 7.798 -1.100 -4.151
C 11.898 4.142 -0.114
C 4.185 3.284 -9.181
C 0.882 3.162 -9.301
C -1.735 0.535 -5.766
C -2.912 -9.559 0.959
C -8.509 0.494 9.811
C -1.287 -3.208 2.520
C -1.277 -0.419 10.310
C -6.241 1.662 0.073
C 9.103 2.861 -2.237
C -4.922 -7.200 2.125
C -0.522 1.069 -6.477
C 2.401 -0.421 -4.213
C -7.105 0.165 10.245
C -1.908 -0.141 8.962
C -11.458 4.423 3.595
C 3.501 3.283 -10.532
C 8.754 -1.460 -2.930
C -9.426 2.056 2.481
H -1.340 0.461 10.952
H -9.176 1.985 3.541
H 1.371 4.127 -9.431
H -8.576 0.410 8.725
H 8.120 4.173 -3.722
H -3.911 -1.547 9.633
H 3.980 1.053 -2.577
H -8.912 -3.614 9.798
H 7.931 -1.427 -0.882
H 15.890 5.139 -0.242
H -8.948 1.236 1.944
H 12.367 5.110 -0.281
H -1.382 0.687 8.483
H -7.108 2.296 0.273
H 7.057 -1.953 -4.234
H -11.056 3.557 4.124
H -10.499 1.925 2.349
H -8.627 -1.714 11.427
H -3.316 -1.379 4.532
H -8.730 1.519 10.105
H -1.299 -0.706 -9.489
H 2.215 0.229 -5.113
H -2.634 0.893 -6.271
H 1.011 2.821 -8.272
H -2.652 -9.644 2.015
H -2.261 2.285 -1.797
H -4.516 -8.074 2.638
H -1.959 -0.292 4.900
H -4.767 1.428 -1.505
H -11.024 5.309 4.062
H 8.343 -1.078 -5.131
H -4.499 -2.943 8.770
H -1.727 0.907 -4.741
H -5.012 -6.327 0.175
H -0.899 0.462 0.231
H -2.442 -10.373 0.408
H -0.963 3.189 -0.814
H -2.113 -5.105 3.124
H 9.811 2.107 -2.653
H 3.464 3.353 -8.365
H 4.597 -1.294 -2.688
H 7.196 2.593 -5.222
H 10.036 1.060 -0.642
H -2.953 0.163 9.042
H -1.659 -1.999 4.725
H 0.639 -1.636 0.095
H 9.201 -0.481 -2.580
H -0.227 -0.693 10.190
H 8.618 -3.027 -1.313
H 12.113 3.800 0.900
H -9.273 -0.130 10.273
H 6.363 1.447 -1.802
H 15.772 3.369 -0.163
H -0.321 -1.601 -6.709
H 2.091 -1.959 -1.968
H -1.765 -0.551 -5.695
H 4.740 2.355 -9.034
H -5.313 3.093 -1.246
H 2.283 -1.517 -4.437
H 4.877 4.124 -9.101
H 0.589 1.832 -3.833
H -12.540 4.443 3.740
H 15.094 4.205 -2.397
H 13.841 5.207 -1.705
H -5.049 -8.074 0.130
H -0.710 -3.638 1.700
H -4.480 -6.322 2.597
H -3.167 -3.139 9.931
H 6.966 -2.485 -1.956
H 0.647 -1.471 -8.159
H -4.135 0.357 0.625
H -0.599 -3.107 3.362
H -8.696 -2.107 8.894
H -6.002 -7.180 2.284
H -0.178 3.329 -9.492
H -7.347 -3.214 9.061
H 10.824 4.299 -0.217
H -3.109 -4.209 1.959
H -1.765 -1.252 10.819
H -0.918 3.195 -2.606
H -11.558 3.524 1.610
H -4.082 -0.843 -0.690
H -4.069 -1.339 1.015
H 14.549 4.360 0.609
H 4.255 3.197 -11.317
H 9.671 3.827 -2.109
H 2.956 4.208 -10.728
H 6.933 3.319 -2.698
H -1.614 -2.294 -8.757
H 8.799 1.811 -4.705
H -3.986 -9.685 0.836
H -5.553 1.810 0.907
H -11.525 5.272 1.634
H 9.608 -2.133 -3.236
H -3.075 -3.711 3.640
H -7.294 -2.843 11.512
H -6.358 1.913 -2.064
H -2.343 -0.827 -8.085
```

Formula: C18H34BBr2FO23PS5
Source: the Open Molecules 2025 dataset
Level of theory: the ωB97M-V functional and the def2-TZVPD basis

Computed properties:
Charge = -1
Highest occupied orbital energy = -0.181 Ha

The geometry in XYZ format:
```
85
C18H34BBr2FO23PS5, DFT the ωB97M-V functional and the def2-TZVPD basis
Br -1.940 2.215 0.271
Br -3.336 -2.147 -1.087
S -4.582 -8.157 -2.224
S 2.151 1.136 6.270
S -7.258 -5.404 -3.805
S 2.711 5.092 -0.501
S 4.952 7.998 1.624
P -0.648 -2.190 1.166
F 2.884 -1.615 1.328
O -4.058 -9.461 -1.970
O 3.438 0.230 5.900
O 3.452 5.576 -1.617
O 2.998 6.053 0.768
O 1.153 5.475 -0.718
O 6.490 8.454 1.374
O 2.578 2.491 6.395
O 0.178 0.338 0.951
O -6.212 -6.163 -3.196
O 2.781 3.740 -0.056
O -3.651 -7.447 -3.344
O -8.311 -4.800 -3.058
O -7.919 -6.303 -4.980
O 5.012 7.940 3.241
O 0.298 -0.827 -1.039
O 1.360 0.968 4.874
O -6.598 -4.267 -4.762
O 4.789 6.674 1.134
O -0.583 -3.427 0.233
O 1.408 0.468 7.287
O -4.196 -7.193 -0.986
O -5.947 -7.923 -2.561
O 4.093 9.070 1.245
C 3.289 -1.956 -0.006
C 1.406 0.876 0.378
C 0.675 6.157 0.440
C 2.207 0.321 3.916
C -6.695 -4.672 -6.126
C 3.143 -0.546 4.734
C -3.198 -0.233 -0.617
C 6.378 7.956 3.660
C 1.538 -0.127 -0.862
C -2.002 0.266 -0.168
C -4.526 0.602 -0.802
C -3.225 -6.170 -2.858
C 2.802 -3.439 -0.292
C -7.930 -5.553 -6.194
C -3.102 -6.345 -1.357
C 2.892 -0.894 -1.114
C 1.877 6.922 0.967
C 7.097 8.797 2.619
B -0.613 -0.579 0.079
H 6.938 9.864 2.794
H -2.172 -6.854 -1.093
H -2.284 -5.875 -3.320
H 3.752 -0.157 -1.186
H 2.048 7.834 0.390
H 8.167 8.591 2.589
H 0.338 5.406 1.160
H 3.685 -4.074 -0.631
H -1.836 -2.326 1.979
H 1.775 7.174 2.022
H 4.430 -1.990 0.010
H 2.881 -1.441 -2.114
H -5.445 -0.033 -0.596
H 4.056 -0.795 4.195
H 1.613 -0.263 3.212
H -6.772 -3.802 -6.777
H -3.996 -5.439 -3.109
H -7.919 -6.218 -7.056
H 6.744 6.926 3.659
H -4.593 1.493 -0.118
H 1.959 -3.443 -1.036
H 2.649 -1.466 5.056
H -5.793 -5.236 -6.379
H 6.467 8.371 4.663
H -8.843 -4.951 -6.211
H -3.157 -5.394 -0.826
H -0.156 6.812 0.184
H 0.469 -2.252 2.071
H 2.108 0.779 1.258
H 2.496 -3.879 0.712
H 2.758 1.092 3.372
H 1.272 1.978 0.194
H -4.649 0.990 -1.866
H 1.511 0.599 -1.752
```

no.,calculated total energy (Ha)
1,-502.2863
2,-346.8626
3,-2369.5632
4,-722.0516
5,-2428.9002
6,-366.3729
7,-478.4204
8,-4236.4600
9,-10041.6718